The following is a quantum chemistry calculation of a molecular structure, C50H51AsCsIN5O6PS2Se at a distorted geometry, from the Open Molecules 2025 dataset.

Results
- E_HOMO (eV) = -2.27
- electronic energy (eV) = -238206.731
- energy relative to the best compared isomer or geometry (same formula, charge and spin) (eV) = 2.787
- HOMO-LUMO gap (eV) = 5.88

The geometry in ORCA input format:
```
! wB97M-V def2-TZVPD RIJCOSX def2/J DEFGRID3
* xyz -2 1
Cs 0.55 0.44 0.64
C 4.15 -0.61 2.88
C 4.44 -1.60 1.81
N 5.40 -2.46 2.00
C 5.71 -3.33 1.02
C 5.11 -3.31 -0.21
C 5.52 -4.30 -1.28
O 6.13 -5.47 -0.77
C 4.08 -2.38 -0.47
C 3.58 -2.11 -1.77
N 2.49 -1.49 -2.00
C 2.20 -0.81 -3.14
C 3.09 0.16 -3.64
C 2.75 0.95 -4.71
C 1.52 0.82 -5.33
C 0.62 -0.14 -4.86
C 0.96 -0.93 -3.79
I -0.34 -2.46 -3.18
C 3.63 -1.52 0.60
O 2.68 -0.72 0.52
H 4.60 -0.92 3.82
H 3.06 -0.50 2.98
H 4.55 0.36 2.58
H 6.51 -4.02 1.26
H 6.27 -3.85 -1.94
H 4.65 -4.59 -1.88
H 5.58 -5.78 -0.03
H 4.22 -2.41 -2.62
H 4.03 0.29 -3.13
H 3.47 1.67 -5.08
H 1.26 1.45 -6.17
H -0.34 -0.26 -5.34
Se -0.67 4.06 2.71
N -1.03 5.28 1.55
C -0.29 4.98 0.45
C -0.37 5.59 -0.79
C 0.53 5.18 -1.77
C 1.45 4.18 -1.47
N 1.52 3.55 -0.31
C 0.66 3.92 0.63
N 0.63 3.35 1.86
H -1.13 6.34 -0.98
H 0.52 5.63 -2.75
H 2.17 3.86 -2.22
C -7.05 1.78 -5.50
C -5.73 1.70 -4.80
C -4.65 2.48 -5.20
C -3.44 2.42 -4.53
C -2.28 3.25 -5.01
C -3.28 1.53 -3.45
C -1.98 1.49 -2.74
O -1.38 0.49 -2.46
C -4.35 0.71 -3.06
C -4.23 -0.24 -1.93
C -5.56 0.84 -3.73
H -6.98 2.37 -6.41
H -7.80 2.23 -4.86
H -7.41 0.78 -5.76
H -4.76 3.15 -6.04
H -2.56 3.82 -5.89
H -1.43 2.62 -5.24
H -1.97 3.95 -4.23
H -1.56 2.48 -2.51
H -3.32 -0.83 -2.00
H -5.09 -0.91 -1.90
H -4.20 0.28 -0.97
H -6.40 0.23 -3.41
C 2.25 2.16 4.46
As 0.89 0.79 4.01
C 1.43 -0.47 5.50
C -0.60 1.57 5.02
H 2.18 2.50 5.50
H 2.10 3.01 3.79
H 3.24 1.75 4.28
H 1.76 0.05 6.40
H 2.24 -1.12 5.16
H 0.59 -1.11 5.75
H -0.73 1.09 5.99
H -1.52 1.47 4.45
H -0.43 2.64 5.17
C -3.71 -6.44 -0.10
C -3.80 -5.30 -0.88
C -3.19 -4.13 -0.47
C -2.49 -4.07 0.73
C -2.40 -5.22 1.51
C -3.00 -6.40 1.10
P -1.72 -2.46 1.26
C -0.12 -3.25 1.72
C 0.64 -3.66 0.63
C 1.86 -4.29 0.81
C 2.36 -4.50 2.09
C 1.61 -4.09 3.18
C 0.38 -3.47 3.00
C -2.59 -2.32 2.86
C -3.87 -2.83 3.05
C -4.53 -2.64 4.25
C -3.94 -1.91 5.27
C -2.68 -1.36 5.06
C -2.01 -1.55 3.87
H -4.18 -7.36 -0.41
H -4.34 -5.33 -1.81
H -3.26 -3.24 -1.08
H -1.86 -5.20 2.44
H -2.92 -7.29 1.71
H 0.27 -3.50 -0.37
H 2.43 -4.61 -0.05
H 3.32 -4.97 2.23
H 1.99 -4.25 4.18
H -0.19 -3.18 3.86
H -4.35 -3.38 2.25
H -5.52 -3.05 4.38
H -4.45 -1.77 6.21
H -2.22 -0.76 5.84
H -1.07 -1.05 3.70
O -1.35 0.63 2.00
S -2.26 1.66 1.48
O -2.38 2.76 2.53
O -1.75 2.21 0.23
S -4.07 0.99 1.30
*
```

Atomic partial charges in e from the Löwdin method, atoms 1 to 5: atom 1 (Cs): 1.2670, atom 2 (C): -0.0420, atom 3 (C): -0.2697, atom 4 (N): 0.0954, atom 5 (C): -0.1513